Entry 1:
An isolated molecule of C4H11N3 in a non-equilibrium geometry, computed with ωB97M-V/def2-TZVPD.

Structure (ORCA input):
```
! wB97M-V def2-TZVPD RIJCOSX def2/J DEFGRID3
* xyz 0 1
C 0.277 -1.601 0.390
C 0.619 -0.326 1.179
C 0.873 0.911 0.309
N -2.007 1.135 0.185
C -1.119 1.214 -0.864
N 0.101 0.902 -0.963
N 1.406 -1.897 -0.496
H 0.258 -2.337 1.198
H -0.688 -1.541 -0.116
H 1.513 -0.633 1.737
H -0.043 -0.146 2.036
H 0.568 1.830 0.803
H 1.924 0.968 0.039
H -1.688 1.106 1.139
H -2.868 1.615 -0.015
H -1.612 1.536 -1.789
H 1.105 -2.649 -1.108
H 1.562 -1.112 -1.122
*
```

Values from the calculation:
- orbital gap (eV) = 9.9525
- DFT total energy (Ha) = -323.24638
- structure (SMILES) = N/C=N\CCCN


Entry 2:
A structure of composition C4H11N3O in a non-equilibrium geometry, computed with ωB97M-V/def2-TZVPD.

Structure (ORCA input):
```
! wB97M-V def2-TZVPD RIJCOSX def2/J DEFGRID3
* xyz 0 1
C -2.140 1.419 0.522
C -0.176 0.442 -0.448
C 0.971 0.263 -1.499
C -0.622 -1.253 1.418
H -2.283 2.627 0.696
H -1.532 0.831 1.540
H -3.205 0.842 0.111
H 0.582 0.689 -2.437
H 1.698 1.046 -1.252
H 0.625 -1.787 -1.155
H -1.570 -1.264 0.712
H -0.917 -0.809 2.555
H -0.217 -2.390 1.535
H 1.866 -0.955 0.538
H 1.824 0.768 0.907
N -1.321 1.009 -0.647
N 0.171 -0.253 0.756
N 1.507 -0.255 1.102
O 1.553 -1.041 -1.523
*
```

Values from the calculation:
- orbital gap (eV) = 8.5081
- DFT total energy (Ha) = -398.28291


Entry 3:
An isolated molecule of C4H11N3O in a non-equilibrium geometry, computed with ωB97M-V/def2-TZVPD.

Structure (ORCA input):
```
! wB97M-V def2-TZVPD RIJCOSX def2/J DEFGRID3
* xyz 0 1
C -0.304 2.070 0.055
C -0.087 -1.594 -1.144
C -1.149 -0.966 0.931
N -0.245 -0.556 -0.137
N 0.894 1.270 0.702
C 0.993 -0.053 0.357
O -0.452 1.999 -1.316
N 2.021 -0.802 0.356
H -0.779 1.112 -1.533
H 1.786 1.739 0.783
H 2.867 -0.343 0.674
H -0.037 3.098 0.292
H -1.211 1.779 0.598
H -2.159 -1.061 0.528
H 0.344 -2.508 -0.724
H -1.067 -1.813 -1.571
H 0.580 -1.233 -1.927
H -1.150 -0.212 1.715
H -0.844 -1.927 1.360
*
```

Values from the calculation:
- orbital gap (eV) = 10.0235
- DFT total energy (Ha) = -398.49338
- structure (SMILES) = [H]/N=C(\NCO)N(C)C


E_LUMO for the records above, in order: 0.9, 0.3, 0.9 eV
Relative energy (zero: lowest compared OMol25 entry of this formula, charge and spin) for the records above, in order: 157.9, 712.2, 159.6 kJ/mol